Formula: C54H44N7O2P3SSe2V
Source: OMol25
Level of theory: the ωB97M-V functional and the def2-TZVPD basis

Positions of all 114 atoms, in Å:
V -0.42 0.27 0.21
N -5.23 -4.75 2.59
C -4.42 -3.67 2.57
C -4.57 -2.70 1.57
C -3.73 -1.61 1.53
C -2.73 -1.48 2.49
C -2.57 -2.43 3.51
C -3.41 -3.52 3.54
S -1.73 -0.10 2.51
O -1.72 0.58 3.76
O -2.05 0.74 1.29
N -0.16 -0.42 2.03
C 0.29 -1.60 1.43
N 0.22 -2.80 1.97
C 0.67 -3.80 1.23
C 1.19 -3.62 -0.06
C 1.19 -2.34 -0.56
N 0.76 -1.32 0.20
H -6.03 -4.80 1.98
H -5.21 -5.39 3.37
H -5.34 -2.81 0.82
H -3.85 -0.87 0.75
H -1.81 -2.32 4.26
H -3.30 -4.26 4.32
H 0.62 -4.78 1.67
H 1.55 -4.45 -0.64
H 1.53 -2.10 -1.56
Se -3.24 -3.04 -5.09
P -4.35 -1.97 -3.67
C -5.61 -2.92 -2.79
C -6.96 -2.59 -2.88
C -7.92 -3.40 -2.28
C -7.53 -4.55 -1.61
C -6.19 -4.90 -1.54
C -5.23 -4.10 -2.14
C -5.16 -0.47 -4.25
C -5.08 -0.12 -5.59
C -5.78 0.98 -6.06
C -6.58 1.71 -5.20
C -6.67 1.36 -3.85
C -5.95 0.28 -3.38
C -3.18 -1.41 -2.38
C -2.38 -0.28 -2.18
N -1.55 -0.61 -1.16
N -1.82 -1.84 -0.75
N -2.78 -2.34 -1.47
P -2.10 1.38 -2.74
Se -0.55 2.12 -1.29
C -3.49 2.47 -2.56
C -4.19 2.47 -1.35
C -5.21 3.37 -1.15
C -5.54 4.28 -2.15
C -4.84 4.29 -3.35
C -3.82 3.37 -3.57
C -1.39 1.41 -4.37
C -0.80 2.59 -4.85
C -0.25 2.61 -6.12
C -0.27 1.46 -6.90
C -0.83 0.29 -6.42
C -1.39 0.26 -5.15
H -7.28 -1.71 -3.42
H -8.96 -3.14 -2.35
H -8.28 -5.18 -1.15
H -5.89 -5.81 -1.06
H -4.19 -4.39 -2.12
H -4.48 -0.72 -6.26
H -5.72 1.25 -7.10
H -7.15 2.55 -5.57
H -7.31 1.92 -3.19
H -6.04 0.00 -2.34
H -3.91 1.77 -0.56
H -5.76 3.37 -0.22
H -6.33 4.99 -1.99
H -5.10 4.99 -4.12
H -3.30 3.36 -4.51
H -0.78 3.49 -4.24
H 0.20 3.52 -6.49
H 0.16 1.48 -7.89
H -0.84 -0.60 -7.02
H -1.81 -0.67 -4.79
C 4.80 -0.52 3.47
C 4.12 0.58 3.99
C 3.11 1.19 3.26
C 2.76 0.69 2.00
C 3.48 -0.38 1.47
C 4.48 -0.99 2.21
P 1.57 1.57 0.94
C 2.66 2.24 -0.34
C 3.51 3.31 -0.05
C 4.46 3.72 -0.96
C 4.59 3.05 -2.17
C 3.78 1.97 -2.46
C 2.82 1.56 -1.55
C 0.84 2.95 1.85
C 0.66 4.18 1.23
C 0.01 5.21 1.90
C -0.47 5.00 3.19
C -0.30 3.77 3.81
C 0.35 2.74 3.14
H 5.59 -0.99 4.04
H 4.38 0.97 4.96
H 2.62 2.05 3.67
H 3.29 -0.73 0.47
H 5.03 -1.82 1.78
H 3.43 3.82 0.91
H 5.10 4.55 -0.73
H 5.34 3.37 -2.88
H 3.89 1.44 -3.40
H 2.17 0.72 -1.80
H 1.03 4.36 0.22
H -0.12 6.16 1.42
H -0.97 5.80 3.71
H -0.68 3.60 4.80
H 0.46 1.79 3.63

The HOMO-LUMO gap (alpha / beta) is 0.194 / 0.217 hartree. The LUMO energy (alpha / beta) comes out at -6.7631 / -6.1436 eV. The value obtained for the HOMO energy (alpha / beta) is -12.05 / -12.06 eV. Its relative energy (zero: lowest compared OMol25 entry of this formula, charge and spin) is 0.0 kJ/mol. Its spin multiplicity is 2. The total charge is +2.

Results of the Mulliken charge analysis, in e, for atoms 1 through 4: 0.19 -0.44 1.26 -1.03

---

Formula: C54H45AgN3O5P2Se
Source: OMol25
Level of theory: the ωB97M-V functional and the def2-TZVPD basis

Positions of all 111 atoms, in Å:
Ag -0.31 0.92 -0.20
O 1.57 3.88 0.67
C 1.60 1.89 2.00
O 1.81 1.13 0.77
C 0.74 1.03 2.88
C 0.50 1.25 4.23
C -0.46 0.47 4.86
C -1.06 -0.57 4.17
C -0.72 -0.75 2.84
N 0.12 0.06 2.21
C -1.14 -2.03 2.12
O -2.46 -2.30 2.47
O -1.13 -2.00 0.69
H 2.07 4.59 1.10
H 1.02 2.04 4.75
H -0.72 0.66 5.89
H -1.79 -1.22 4.63
H -2.86 -2.82 1.76
C 5.59 -3.89 -1.50
C 5.04 -3.46 -0.13
C 5.75 -4.25 0.98
C 5.31 -1.98 0.09
C 6.61 -1.52 0.22
C 6.90 -0.19 0.47
C 5.86 0.71 0.59
C 4.55 0.30 0.42
P 3.31 1.63 0.51
C 3.08 2.19 2.21
C 3.61 3.37 2.78
C 2.97 4.30 3.54
C 1.55 4.48 3.68
C 0.57 4.00 2.89
C 0.82 3.20 1.66
C 3.14 2.02 -1.31
C 4.20 1.81 -2.18
C 4.03 1.97 -3.54
C 2.81 2.37 -4.05
C 1.75 2.62 -3.19
C 1.91 2.44 -1.82
C 4.27 -1.05 0.16
O 2.96 -1.37 -0.05
C 2.63 -2.69 -0.14
C 1.26 -2.96 -0.22
C 0.80 -4.27 -0.24
C 1.71 -5.31 -0.16
C 3.07 -5.04 -0.11
C 3.55 -3.73 -0.11
P 0.08 -1.54 -0.29
C -0.68 -1.97 -1.91
C -0.13 -1.28 -2.99
C -0.53 -1.54 -4.28
C -1.52 -2.49 -4.51
C -2.10 -3.16 -3.44
C -1.68 -2.90 -2.14
C -0.16 -3.10 2.61
C -0.58 -4.35 3.01
C 0.35 -5.28 3.45
C 1.69 -4.97 3.49
C 2.12 -3.73 3.06
C 1.20 -2.79 2.63
H 6.65 -3.70 -1.58
H 5.09 -3.34 -2.30
H 5.41 -4.95 -1.66
H 6.83 -4.10 0.94
H 5.57 -5.32 0.89
H 5.40 -3.93 1.96
H 7.43 -2.22 0.13
H 7.92 0.13 0.57
H 6.06 1.75 0.80
H 4.69 3.44 2.71
H 3.57 5.00 4.11
H 1.25 5.13 4.49
H -0.45 4.24 3.11
H -0.14 2.92 1.19
H 5.17 1.51 -1.79
H 4.85 1.78 -4.22
H 2.68 2.52 -5.12
H 0.81 2.97 -3.57
H 1.09 2.69 -1.16
H -0.26 -4.47 -0.28
H 1.37 -6.33 -0.15
H 3.76 -5.86 -0.08
H 0.65 -0.54 -2.80
H -0.08 -1.03 -5.12
H -1.84 -2.70 -5.51
H -2.87 -3.89 -3.62
H -2.12 -3.44 -1.32
H -1.63 -4.61 2.99
H 0.00 -6.25 3.78
H 2.41 -5.70 3.86
H 3.17 -3.48 3.07
H 1.54 -1.82 2.30
C -4.35 -0.42 -1.47
N -3.65 0.31 -2.49
C -2.81 1.33 -2.28
Se -2.46 2.20 -0.71
N -2.31 1.73 -3.48
C -2.83 0.95 -4.48
C -2.66 0.95 -5.85
C -3.36 0.01 -6.57
C -4.20 -0.91 -5.94
C -4.38 -0.93 -4.57
C -3.69 0.03 -3.84
H -4.28 0.12 -0.52
H -3.90 -1.41 -1.35
H -5.40 -0.52 -1.74
H -1.70 2.53 -3.59
H -2.01 1.67 -6.33
H -3.26 -0.02 -7.64
H -4.73 -1.63 -6.55
H -5.03 -1.64 -4.09

The HOMO-LUMO gap is 0.247 hartree. The LUMO energy comes out at -2.4519 eV. The value obtained for the HOMO energy is -9.16 eV. Its relative energy (zero: lowest compared OMol25 entry of this formula, charge and spin) is 414.6 kJ/mol. The total charge is +1.

Results of the Mulliken charge analysis, in e, for atoms 1 through 4: 0.04 -0.57 1.23 0.12

---

Formula: C54H46AsBrF3IN8O2Zr
Source: OMol25
Level of theory: the ωB97M-V functional and the def2-TZVPD basis

Positions of all 117 atoms, in Å:
Zr 0.78 0.05 -0.28
C 7.33 1.67 0.17
C 7.31 0.75 1.23
C 6.21 -0.06 1.45
C 5.13 0.08 0.61
C 3.85 -0.59 0.51
N 3.59 -1.66 1.25
C 2.55 -2.43 1.00
C 2.43 -3.73 1.63
C 3.18 -4.41 2.57
C 2.76 -5.68 2.94
C 1.63 -6.25 2.38
C 0.90 -5.60 1.40
C 1.31 -4.34 1.02
C 0.83 -3.37 0.04
N -0.05 -3.69 -0.87
C -0.42 -2.87 -1.82
N -0.12 -1.54 -1.96
C -0.66 -1.16 -3.16
N -0.50 -0.02 -3.79
C 0.45 0.83 -3.46
N 1.37 0.67 -2.47
C 2.40 1.51 -2.77
N 3.57 1.58 -2.18
C 3.87 0.86 -1.13
N 3.10 -0.08 -0.50
C 5.15 0.99 -0.46
C 6.26 1.79 -0.69
C 2.07 2.36 -3.90
C 2.72 3.42 -4.52
C 2.05 4.07 -5.54
C 0.79 3.65 -5.97
C 0.15 2.57 -5.38
C 0.80 1.94 -4.33
C -1.41 -2.24 -3.77
C -2.13 -2.35 -4.95
C -2.69 -3.59 -5.23
C -2.54 -4.67 -4.37
C -1.81 -4.57 -3.20
C -1.25 -3.34 -2.91
N 1.55 -2.22 0.10
H 8.20 2.28 0.02
H 8.17 0.68 1.87
H 6.20 -0.78 2.26
H 4.06 -3.97 3.01
H 3.31 -6.23 3.69
H 1.32 -7.23 2.71
H 0.03 -6.05 0.94
H 6.26 2.49 -1.52
H 3.69 3.73 -4.19
H 2.51 4.92 -6.03
H 0.30 4.20 -6.76
H -0.81 2.23 -5.71
H -2.24 -1.51 -5.61
H -3.26 -3.71 -6.14
H -3.00 -5.62 -4.63
H -1.68 -5.41 -2.54
Br -3.56 1.44 -4.79
C -4.76 1.92 -3.42
C -6.00 2.43 -3.77
C -6.91 2.77 -2.78
C -6.57 2.61 -1.45
C -5.33 2.11 -1.10
C -4.41 1.76 -2.08
I -2.49 1.00 -1.48
H -6.25 2.55 -4.81
H -7.88 3.16 -3.05
H -7.27 2.88 -0.68
H -5.06 1.98 -0.06
C 0.22 0.52 4.40
As 1.77 0.20 3.22
C 2.65 -1.31 4.11
C 2.97 1.75 3.35
O 1.32 -0.17 1.70
H 0.31 1.50 4.86
H 0.17 -0.25 5.17
H -0.69 0.48 3.79
H 2.82 -1.06 5.15
H 3.59 -1.54 3.60
H 2.00 -2.18 4.05
H 3.38 1.79 4.36
H 2.40 2.65 3.14
H 3.77 1.65 2.63
F 1.92 3.43 -1.15
C 1.17 3.09 -0.06
F 0.20 2.17 -0.67
F 1.98 2.06 0.57
C -2.37 -2.20 0.28
C -2.57 -1.86 1.74
C -1.31 -2.16 2.56
C -3.04 -0.43 1.87
C -4.38 -0.26 2.15
C -4.93 0.99 2.33
C -4.05 2.05 2.41
C -2.68 1.92 2.18
C -1.94 3.18 2.62
C -2.16 3.39 4.13
C -0.45 3.25 2.32
C -2.16 0.69 1.69
O -1.00 0.54 1.06
H -2.15 -3.26 0.15
H -1.53 -1.60 -0.09
H -3.26 -1.96 -0.30
H -3.37 -2.50 2.13
H -0.50 -1.49 2.26
H -0.99 -3.18 2.39
H -1.52 -2.03 3.62
H -5.02 -1.14 2.20
H -5.99 1.13 2.47
H -4.44 3.02 2.65
H -2.43 4.02 2.11
H -1.66 2.61 4.70
H -3.21 3.37 4.40
H -1.74 4.35 4.43
H -0.03 2.25 2.17
H 0.08 3.75 3.14
H -0.27 3.82 1.42

The HOMO-LUMO gap is 0.174 hartree. The LUMO energy comes out at -1.5176 eV. The value obtained for the HOMO energy is -6.25 eV. Its relative energy (zero: lowest compared OMol25 entry of this formula, charge and spin) is 462.1 kJ/mol.

Results of the Mulliken charge analysis, in e, for atoms 1 through 4: -0.47 -0.76 -0.80 -0.09

---

Formula: C54H47F3IrN3O2S2Te
Source: OMol25
Level of theory: the ωB97M-V functional and the def2-TZVPD basis

Positions of all 113 atoms, in Å:
Ir -1.88 -0.63 0.45
C 1.52 -2.72 6.49
C 1.54 -1.52 5.53
C 2.34 -0.37 6.16
C 2.25 -1.95 4.25
C 0.11 -1.06 5.27
C -0.67 -0.63 6.35
C -1.98 -0.22 6.19
C -2.52 -0.25 4.91
S -4.12 0.20 4.38
C -3.67 -0.16 2.74
N -2.45 -0.61 2.61
C -1.76 -0.66 3.81
C -0.44 -1.07 4.00
C -4.51 0.09 1.60
C -5.84 0.53 1.69
C -6.56 0.78 0.54
C -5.96 0.58 -0.71
C -4.64 0.13 -0.78
C -3.90 -0.09 0.37
H 2.53 -3.11 6.65
H 0.90 -3.52 6.07
H 1.10 -2.45 7.46
H 3.38 -0.68 6.34
H 1.91 -0.06 7.12
H 2.35 0.49 5.49
H 3.27 -2.27 4.47
H 2.30 -1.13 3.53
H 1.72 -2.78 3.78
H -0.26 -0.62 7.35
H -2.57 0.12 7.03
H 0.11 -1.36 3.12
H -6.28 0.69 2.67
H -7.58 1.12 0.60
H -6.52 0.76 -1.62
H -4.20 -0.02 -1.76
O -1.58 -1.46 -1.68
N -2.08 -2.64 -1.98
C -1.98 -3.04 -3.27
C -2.51 -4.22 -3.70
C -3.16 -5.05 -2.78
C -3.24 -4.65 -1.47
C -2.68 -3.42 -1.06
S -2.77 -2.91 0.56
H -1.48 -2.34 -3.91
H -2.43 -4.49 -4.74
H -3.60 -5.99 -3.09
H -3.74 -5.24 -0.72
C 5.08 1.80 -5.77
C 3.90 1.61 -4.85
C 3.06 2.67 -4.51
C 1.99 2.50 -3.64
C 1.12 3.68 -3.31
C 1.75 1.23 -3.08
Te 0.17 0.98 -1.60
N -1.37 1.31 0.48
C -1.69 2.30 1.29
O -2.50 2.21 2.23
C -1.06 3.66 1.07
C -1.80 4.77 1.47
C -1.27 6.05 1.39
C 0.02 6.24 0.92
C 0.78 5.14 0.54
C 0.24 3.86 0.61
C -1.25 1.14 -3.18
C -1.03 0.31 -4.28
C -1.96 0.22 -5.30
C -3.13 0.98 -5.23
C -3.33 1.83 -4.16
C -2.41 1.92 -3.12
C -2.69 2.86 -1.98
C 2.57 0.15 -3.43
C 2.35 -1.26 -2.94
C 3.63 0.36 -4.31
H 5.12 2.82 -6.16
H 5.04 1.11 -6.61
H 6.01 1.60 -5.23
H 3.26 3.65 -4.93
H 1.53 4.60 -3.72
H 1.00 3.79 -2.24
H 0.12 3.54 -3.73
H -2.80 4.60 1.86
H -1.86 6.90 1.71
H 0.44 7.24 0.86
H 1.80 5.28 0.20
H 0.84 3.00 0.34
H -0.13 -0.28 -4.33
H -1.79 -0.44 -6.14
H -3.88 0.89 -6.01
H -4.23 2.43 -4.12
H -3.29 3.71 -2.31
H -1.76 3.23 -1.54
H -3.24 2.35 -1.19
H 1.51 -1.32 -2.24
H 3.24 -1.65 -2.44
H 2.14 -1.92 -3.78
H 4.27 -0.48 -4.59
F 7.13 -3.10 2.27
C 6.61 -3.44 1.06
F 6.78 -4.77 0.95
F 7.41 -2.87 0.14
C 5.18 -3.02 0.93
C 4.88 -1.71 0.58
C 3.56 -1.30 0.51
C 2.52 -2.18 0.82
C 2.84 -3.50 1.16
C 4.16 -3.92 1.20
C 1.17 -1.72 0.81
C 0.03 -1.27 0.82
H 5.68 -1.02 0.35
H 3.32 -0.28 0.23
H 2.04 -4.20 1.38
H 4.40 -4.95 1.46

The HOMO-LUMO gap (alpha / beta) is 0.250 / 0.232 hartree. The LUMO energy (alpha / beta) comes out at 2.2698 / 1.7009 eV. The value obtained for the HOMO energy (alpha / beta) is -4.54 / -4.60 eV. Its relative energy (zero: lowest compared OMol25 entry of this formula, charge and spin) is 0.0 kJ/mol. Its spin multiplicity is 2. The total charge is -1.

Results of the Mulliken charge analysis, in e, for atoms 1 through 4: 2.42 -1.84 2.54 -1.82